Entry from the Open Molecules 2025 dataset: a single C6H5NO molecule in a non-equilibrium geometry (wB97M-V/def2-TZVPD).

Each line ends with the Mulliken charge.
Atoms and positions in Å:
C (-0.516, 0.986, 0.842)  -0.115
C (0.260, -1.177, -0.486)  0.683
C (-0.478, -0.361, -1.203)  -0.423
C (0.432, -2.577, -0.670)  -0.416
C (-0.808, 0.940, -0.682)  -0.355
C (1.198, -0.497, 0.537)  -0.296
N (0.595, 0.481, 1.204)  -0.383
O (0.201, -3.307, -1.607)  -0.485
H (-1.095, 1.466, 1.707)  0.369
H (0.829, -3.079, 0.177)  0.366
H (-1.840, 1.098, -0.960)  0.360
H (-0.080, 1.553, -1.145)  0.289
H (2.235, -0.808, 0.727)  0.406

Its highest occupied orbital energy (spin up / spin down) is -8.33 / -8.96 eV. The value obtained for the relative energy (zero: lowest compared OMol25 entry of this formula, charge and spin) is 91.8 kcal/mol. As for the charge: 0.